(1)
C19H17NO6S in the gas phase in a non-equilibrium geometry, computed with wB97M-V/def2-TZVPD.

Element x y z (Å)
S  -1.26022  2.53796  1.92211
O  5.71952  -3.64487  1.31422
O  -1.95550  -3.10615  -2.26217
O  7.76697  -3.22489  0.51205
O  -1.16918  5.27849  4.10729
O  -3.91914  2.86550  -0.85250
O  0.09735  3.69946  4.84548
N  6.68305  -2.70057  0.96043
C  -1.05409  2.46746  0.10020
C  4.53400  -3.49449  0.59234
C  -3.50069  -0.66170  -1.52768
C  -2.14472  -0.93554  -1.17274
C  -1.58318  -2.28274  -1.40962
C  -4.04971  0.58057  -1.24744
C  0.78278  -3.18588  -1.42227
C  -1.91677  1.36252  -0.49388
C  2.10842  -3.68943  0.64790
C  -1.35400  0.15106  -0.69598
C  3.32290  -3.77095  1.26045
C  -0.35890  -2.59267  -0.76591
C  -3.28077  1.64627  -0.88978
C  2.04919  -3.25684  -0.71794
C  -3.92769  3.69751  -2.03567
C  -0.11237  4.03823  2.35278
C  3.22966  -3.07494  -1.40879
C  -0.48716  4.41659  3.87819
C  4.46429  -3.07014  -0.79615
H  -0.20478  -2.17100  0.24083
H  1.21333  -3.83394  1.29166
H  -4.06593  3.02368  -2.84883
H  -1.25428  3.44669  -0.32351
H  -5.08293  0.81591  -1.54791
H  5.16279  -2.85158  -1.51375
H  3.42937  -4.23037  2.21503
H  0.97567  3.64470  2.25866
H  -4.79973  4.38233  -2.05717
H  -0.22887  0.05188  -0.61760
H  0.76406  -3.48173  -2.50422
H  0.03238  2.21390  -0.12041
H  3.21619  -2.90061  -2.48614
H  -3.02521  4.34870  -2.13783
H  -4.16729  -1.34349  -2.06944
H  -0.37401  4.90243  1.68591
H  -0.27480  3.93269  5.73980

SMILES: COc1ccc(C(=O)/C=C/c2ccc(ON=O)cc2)cc1CSCC(=O)O
Maximum force (eV Å⁻¹): 8.50
Multiplicity: 1
Kohn-Sham gap (eV): 7.44
ΔE to the lowest compared entry with this formula, charge and spin (kJ/mol): 601.4
E_tot (eV): -44582.350

(2)
A molecular structure, C10H14BFMnN6 in a non-equilibrium geometry, computed with wB97M-V/def2-TZVPD.

Element x y z (Å)
Mn  -0.11879  1.40301  -0.07693
F  -1.18289  2.59203  -0.99740
N  -1.61858  -1.00783  0.36905
N  0.94439  0.20510  1.23273
N  0.27993  0.29892  -1.53593
N  0.82393  -1.15657  1.02424
N  -1.71248  0.37113  0.47392
N  0.19690  -1.06590  -1.39221
C  1.29821  2.77987  0.01815
C  1.89154  0.37794  2.17845
C  0.62712  0.56363  -2.81736
C  -2.80049  -1.56332  0.65358
C  -3.70789  -0.53553  0.93334
C  -2.98868  0.67307  0.79575
C  0.45927  -1.66081  -2.56517
C  2.31536  -0.87909  2.63581
C  0.74945  -0.65377  -3.49921
C  1.60663  -1.82743  1.89039
B  -0.23435  -1.64177  -0.01322
H  0.99323  -0.80790  -4.51792
H  -0.28201  -2.82686  -0.04668
H  -4.73360  -0.66513  1.20199
H  1.67243  2.62800  -1.05103
H  1.54896  -2.91333  1.88201
H  -2.83235  -2.65565  0.63240
H  3.01262  -1.09243  3.41319
H  0.41067  -2.73932  -2.61471
H  0.74122  1.58455  -3.12165
H  1.11341  3.85690  -0.05453
H  -3.22976  1.70578  0.87975
H  2.16620  2.52790  0.61994
H  0.43020  2.73700  1.04554
H  2.16018  1.38780  2.42373

Maximum force (eV Å⁻¹): 4.53
Multiplicity: 6
Kohn-Sham gap (alpha / beta) (eV): 7.29 / 9.00
E_tot (eV): -54251.823

(3)
A molecular structure, C21H39MoNOP2 in a non-equilibrium geometry, computed with wB97M-V/def2-TZVPD.

Element x y z (Å)
Mo  0.04900  0.02629  -0.92781
P  -2.03523  0.66018  0.35898
P  2.35982  -0.36108  -1.89752
O  1.96274  0.64403  1.07070
N  -0.75651  -0.01567  -2.53249
C  2.70711  0.44732  3.22696
C  -2.99800  -0.80558  0.86337
C  1.77419  -0.14748  2.14197
C  3.01884  -2.06434  -2.03398
C  3.74626  0.55131  -1.14526
C  -1.90665  -0.17657  4.05044
C  -0.37801  -0.23047  3.89900
C  2.41498  0.20126  -3.63798
C  -3.16366  1.35977  -0.93882
C  0.17075  -0.13685  2.40611
C  2.25493  -1.57581  1.81927
C  -2.19154  0.58238  -6.42354
C  -0.49063  -0.10527  1.24404
C  -2.16934  2.03801  1.54907
C  -1.60654  -0.93563  -4.61970
C  0.10802  0.91477  4.80357
C  -1.22108  0.16567  -3.80789
C  -2.09213  -0.72080  -5.92063
C  -1.29880  1.47433  -4.35590
C  0.07013  -1.60238  4.48045
C  -1.78647  1.67960  -5.65668
H  3.77905  0.33142  -0.07067
H  1.15917  -1.75496  4.38741
H  3.21270  -1.53851  1.28789
H  3.11632  -2.51097  -1.03593
H  -2.58535  0.74214  -7.43877
H  3.73016  0.44630  2.80279
H  -3.32963  0.65365  -1.75730
H  -3.93786  -0.49557  1.32834
H  -4.13319  1.58722  -0.46972
H  -2.40744  -1.40212  1.56785
H  -1.50032  -1.93653  -4.21394
H  -2.31250  0.83135  3.90694
H  -3.18299  -1.43711  -0.01200
H  -2.76097  2.28988  -1.35468
H  2.73031  -0.14206  4.16013
H  2.32980  -2.67682  -2.62981
H  3.54775  1.62441  -1.25149
H  -1.51443  1.86020  2.41245
H  -1.83892  2.96326  1.05628
H  4.00311  -2.03961  -2.52574
H  -0.26830  1.88676  4.45305
H  -0.95852  2.30998  -3.74932
H  1.52287  -2.07561  1.17861
H  -2.46540  -0.88550  3.43833
H  -2.13047  -0.41036  5.10229
H  -3.21621  2.14360  1.86079
H  -1.84152  2.69581  -6.05295
H  3.43077  0.06787  -4.03877
H  -0.24591  -1.64785  5.53755
H  -2.38656  -1.57396  -6.53444
H  1.70261  -0.37349  -4.24239
H  2.14044  1.26188  -3.68913
H  -0.42197  -2.43467  3.94742
H  1.19625  0.95566  4.89120
H  2.50344  1.50882  3.41338
H  -0.32525  0.78064  5.80776
H  2.39604  -2.18901  2.72247
H  0.02984  -1.57164  -0.56812
H  4.69091  0.28853  -1.64349

Maximum force (eV Å⁻¹): 3.06
Multiplicity: 3
Kohn-Sham gap (alpha / beta) (eV): 6.49 / 5.89
ΔE to the lowest compared entry with this formula, charge and spin (kJ/mol): 0.0
E_tot (eV): -46374.479

(4)
A molecular structure, C40H40ClIN2OP3RuSe2, computed with wB97M-V/def2-TZVPD.

Element x y z (Å)
I  -3.23960  2.69079  -3.71770
Ru  -0.51056  -0.42220  0.00880
Se  2.04547  -0.39517  1.62622
Se  -0.96660  1.45306  1.98846
Cl  -2.83682  -2.04729  -6.83657
P  0.98228  0.99960  2.83508
P  -3.20266  -0.57241  0.20281
P  -1.04569  -2.50024  1.55507
O  -1.69082  0.72100  -1.75560
N  -1.01837  -1.89609  -2.00440
N  1.05802  -0.37306  -1.39163
C  2.54613  -1.58053  -3.49348
C  4.63748  -1.51721  -4.67596
C  1.09637  3.87420  -0.96767
C  0.53854  -0.47618  7.17495
C  -0.47698  0.27163  6.59592
C  1.67740  -0.78537  6.44031
C  3.23868  4.98207  3.28657
C  2.73547  -0.26780  -3.06855
C  1.70087  0.36122  -2.17612
C  -1.94596  0.13132  -2.86046
C  1.36904  2.51278  -0.97934
C  -0.61314  -3.13399  -2.12670
C  -0.35660  0.70755  5.28094
C  3.87323  0.42175  -3.46899
C  3.82871  3.93427  2.59895
C  3.15838  2.72144  2.46113
C  -1.86389  -1.95143  -4.27015
C  1.97144  4.82521  3.84211
C  -2.59108  0.73415  -3.94231
C  -2.86156  0.05795  -5.14547
C  -1.44589  -3.30032  -4.35583
C  1.80012  -0.35193  5.12801
C  0.99946  3.86809  -3.37559
C  4.82646  -0.20474  -4.26233
C  -4.01938  1.02949  0.49970
C  1.46128  1.83355  -2.18768
C  3.48927  -2.20393  -4.29556
C  -0.81014  -3.88604  -3.30070
C  0.91249  4.55066  -2.16542
C  -4.30018  -1.26100  -1.08964
C  -2.50312  -1.24620  -5.31859
C  -2.47801  -1.93697  2.55691
C  -1.75529  -4.04360  0.86021
C  0.78398  0.40214  4.54121
C  1.89115  2.56261  3.01021
C  1.27879  2.51080  -3.39004
C  -1.61162  -1.27256  -3.05808
C  0.06410  -3.15114  2.84184
C  -3.68423  -1.60505  1.66643
C  1.29962  3.62282  3.70072
H  -0.95476  -4.70523  0.52844
H  0.34916  -2.34256  3.51659
H  -2.33769  -4.55968  1.62769
H  -4.40223  -0.54494  -1.90650
H  5.71598  0.33498  -4.56151
H  -3.77663  1.69190  -0.33174
H  -3.35899  0.58060  -5.95133
H  0.97651  -3.54232  2.39407
H  -5.28391  -1.44832  -0.65256
H  0.68588  5.60931  -2.16036
H  3.32736  -3.22237  -4.62838
H  -0.43977  -3.94058  3.40442
H  -2.39399  -3.83724  0.00072
H  1.01545  4.39425  -0.02162
H  4.01479  1.44899  -3.15423
H  -1.62476  -3.84911  -5.27077
H  -0.45799  -4.90780  -3.35440
H  3.76001  5.92600  3.38814
H  -1.36763  0.51245  7.16340
H  -2.72354  -2.72218  3.27668
H  0.44031  -0.82412  8.19618
H  -4.47710  -1.11385  2.23471
H  1.50652  5.64391  4.37740
H  5.37681  -2.00193  -5.30139
H  -3.90672  -2.19149  -1.50162
H  -4.11432  -2.52900  1.27131
H  -1.15887  1.27232  4.82215
H  -3.68195  1.47957  1.43049
H  0.30544  3.51167  4.11944
H  1.48704  1.96468  -0.05011
H  -2.14840  -1.05930  3.11312
H  -5.10120  0.88616  0.55274
H  1.64427  -2.10068  -3.19078
H  3.61035  1.90047  1.91873
H  2.67922  -0.61108  4.54856
H  1.34082  1.97390  -4.33089
H  4.81210  4.05620  2.16169
H  2.47215  -1.36926  6.88895
H  0.83396  4.39151  -4.30892
H  -0.07969  -3.55358  -1.28052

Maximum force (eV Å⁻¹): 0.63
Multiplicity: 6
Kohn-Sham gap (alpha / beta) (eV): 7.16 / 6.12
ΔE to the lowest compared entry with this formula, charge and spin (kJ/mol): 77.8
E_tot (eV): -228922.345